The following is a DFT calculation (the ωB97M-V functional and the def2-TZVPD basis) of a molecular structure, C23H35IMoN2O3Si3 at a distorted geometry.

```
68
Properties=species:S:1:pos:R:3:forces:R:3:mulliken_spin:R:1
Mo -0.4295 -0.6629 -0.9155 1.839 -0.123 3.570 2.014
C 2.9723 -1.4024 -1.2874 0.667 -0.309 -0.427 0.005
O 1.8367 -0.9122 -0.5902 -1.241 0.185 -0.060 -0.136
Si 1.9383 -0.2566 0.9884 0.401 -0.103 0.301 0.049
C 2.9657 -1.4191 2.0856 -0.524 0.468 -0.532 0.010
C 2.8308 1.4161 0.8040 -0.692 -0.658 0.138 0.002
C 0.0044 -0.3370 1.1686 -0.250 0.113 -0.790 0.003
Si -0.7099 -2.0803 1.6326 -0.284 -0.355 0.192 -0.046
C -0.1771 -3.0192 -0.0200 -0.287 0.406 0.309 -0.012
C -2.6114 -2.2542 1.7618 0.684 0.339 -0.117 0.021
C -0.0178 -2.9725 3.1609 0.062 0.290 -0.601 0.003
Si -0.6795 1.1872 2.1715 -0.481 0.247 0.003 0.018
C 0.1736 1.0629 3.8634 -0.304 0.026 -0.700 -0.005
C -0.3297 2.8311 1.2914 -0.088 -0.690 0.322 -0.004
C -2.5639 0.9953 2.3660 0.755 0.106 0.016 0.000
H 3.7289 -0.6192 -1.3670 -0.058 -0.022 -0.047 0.001
H 2.6916 -1.7189 -2.2938 -0.017 0.052 0.181 0.006
H 3.3916 -2.2518 -0.7426 -0.032 0.018 -0.069 0.001
H 4.0282 -1.2671 1.9081 0.107 0.123 -0.091 0.002
H 2.7598 -2.4746 1.9306 -0.113 -0.110 -0.089 -0.001
H 2.7871 -1.2023 3.1331 -0.066 0.085 0.266 0.001
H 3.8873 1.2483 0.5956 0.057 -0.210 -0.040 0.000
H 2.7893 2.0045 1.7136 -0.035 0.088 0.256 0.000
H 2.4267 2.0241 -0.0025 -0.094 -0.019 -0.042 -0.002
H -0.3513 -2.4276 -1.0020 0.303 -2.592 -0.065 -0.056
H -0.7421 -3.9423 -0.1595 -0.233 0.212 -0.232 -0.004
H 0.8747 -3.3047 0.0228 0.015 0.316 -0.180 -0.002
H -3.1930 -1.6023 1.1170 0.006 0.068 0.037 -0.006
H -2.9215 -2.0458 2.7801 0.006 0.088 0.230 0.001
H -2.9157 -3.2799 1.5642 0.149 -0.212 -0.100 0.002
H 1.0271 -3.2514 3.0943 0.152 0.020 -0.072 -0.001
H -0.5893 -3.8791 3.3485 -0.177 -0.069 -0.160 0.001
H -0.1357 -2.3439 4.0388 -0.058 0.208 0.082 0.000
H 1.2273 1.3177 3.8182 0.255 0.058 -0.051 0.000
H 0.0871 0.0705 4.2926 -0.041 -0.242 0.056 0.000
H -0.2886 1.7495 4.5637 -0.134 0.220 0.117 0.000
H 0.7154 3.1131 1.3237 0.250 0.017 -0.013 0.000
H -0.8731 3.6161 1.8073 -0.172 0.125 0.210 0.000
H -0.6498 2.8629 0.2522 -0.061 -0.095 0.023 0.001
H -2.8103 0.2361 3.0970 -0.078 -0.248 0.140 0.001
H -3.0942 0.7734 1.4441 -0.009 -0.052 -0.167 0.000
H -2.9711 1.9242 2.7488 -0.044 0.295 0.078 0.000
I 6.3110 1.6019 -4.5118 -0.628 0.081 0.215 0.001
C 4.3311 1.7748 -3.7893 0.533 -0.127 -0.183 0.003
C 3.9550 2.8880 -3.0452 0.055 -0.067 -0.082 0.000
C 2.6665 2.9752 -2.5569 -0.368 -0.082 0.014 0.002
C 1.7567 1.9386 -2.7769 0.055 -0.209 -0.037 -0.001
C 2.1428 0.8288 -3.5286 -0.214 0.090 0.007 0.011
C 3.4195 0.7550 -4.0498 0.091 0.027 -0.087 0.003
C 0.4184 1.9954 -2.1472 1.211 3.325 -0.436 0.017
O -0.1905 2.9982 -1.8488 0.364 -1.149 -0.369 0.014
O -0.0777 0.8094 -1.8284 -0.887 -0.189 -0.820 0.092
H 4.6601 3.6809 -2.8489 0.053 0.048 -0.008 0.000
H 2.3556 3.8328 -1.9814 -0.034 0.147 0.059 0.000
H 1.4212 0.0432 -3.7437 0.156 0.054 -0.008 -0.013
H 3.7090 -0.0859 -4.6621 0.033 -0.053 -0.028 0.000
N -7.7953 0.0843 -1.8450 -0.576 0.051 -0.054 0.009
C -6.6639 -0.0562 -1.7588 0.094 -0.007 -0.037 -0.002
C -5.2606 -0.2115 -1.6264 1.160 -0.085 0.156 0.011
C -4.4137 0.9016 -1.5487 -0.216 -0.266 -0.034 -0.007
C -3.0623 0.7200 -1.3583 0.288 0.445 0.144 0.051
N -2.4766 -0.4977 -1.2328 -1.472 -0.044 -0.358 -0.049
C -3.3015 -1.5666 -1.3712 0.194 -0.420 0.030 0.020
C -4.6643 -1.4757 -1.5553 -0.014 0.228 -0.059 -0.008
H -4.8203 1.8965 -1.6384 0.061 0.121 0.033 0.000
H -2.4059 1.5834 -1.2956 -0.062 -0.084 0.017 -0.008
H -2.8419 -2.5508 -1.3144 -0.042 0.170 0.027 -0.017
H -5.2604 -2.3714 -1.6451 0.030 -0.065 0.017 0.000
```
Forces are in eV/Å.

Values from the calculation:
HOMO level (alpha / beta)   -0.4974 / -0.4975 hartree
Total charge   +2
Kohn-Sham gap (alpha / beta)   4.8423 / 5.4547 eV
Energy relative to the best compared isomer or geometry (same formula, charge and spin)   0.0 kJ/mol
LUMO energy (alpha / beta)   -8.693 / -8.082 eV
<S²>   2.02
Multiplicity   3



The following is a DFT calculation (the ωB97M-V functional and the def2-TZVPD basis) of a molecular structure, C18H19CrN9SSe.

```
49
Properties=species:S:1:pos:R:3:forces:R:3:mulliken_spin:R:1
Cr 0.4610 0.2548 0.1891 -0.186 -0.113 -0.112 3.925
N -3.7571 -0.1561 0.5896 0.038 -0.042 -0.058 0.003
C -2.6907 -0.5294 -0.1149 -0.050 0.052 0.022 0.021
N -1.6364 0.1190 0.3532 0.186 0.097 -0.072 -0.055
C -2.1447 0.8806 1.3729 -0.139 -0.086 -0.057 -0.031
N -3.4319 0.7364 1.5390 0.048 0.083 0.062 0.000
C -1.2362 1.7018 2.1670 0.097 0.051 0.046 0.091
C -1.6289 2.5867 3.1614 -0.005 -0.040 -0.049 0.001
N -0.7359 3.2842 3.8502 0.001 0.034 0.035 0.017
C 0.5458 3.0983 3.5652 0.044 -0.033 -0.034 -0.003
C 0.9575 2.2183 2.5708 -0.035 0.023 0.038 0.026
N 0.0620 1.5259 1.8683 0.076 -0.091 0.049 -0.046
H -4.7129 -0.4719 0.5016 0.003 -0.005 0.000 -0.001
H -2.7111 -1.2425 -0.9223 0.004 -0.006 -0.002 -0.002
H -2.6763 2.7267 3.3973 -0.012 -0.008 -0.007 -0.001
H 1.2735 3.6570 4.1399 -0.008 0.008 0.009 -0.001
H 2.0045 2.0623 2.3450 -0.008 -0.010 -0.009 -0.014
C 5.1246 -0.3806 -0.0568 0.017 0.031 0.030 0.001
N 4.3103 -0.9491 -1.1242 -0.058 0.000 0.001 0.002
C 4.7352 -1.1705 -2.4215 0.001 0.003 -0.025 0.001
C 3.7229 -1.7709 -3.0802 0.033 -0.031 -0.041 0.001
N 2.6974 -1.9081 -2.1698 0.005 0.097 0.077 0.007
C 3.0587 -1.4016 -0.9781 -0.024 -0.103 -0.015 -0.001
S 2.1370 -1.4483 0.4820 0.016 0.192 0.059 0.010
H 5.9448 0.1718 -0.5053 0.003 -0.009 -0.004 0.000
H 5.5158 -1.1748 0.5759 -0.001 0.010 0.004 0.000
H 4.5135 0.2900 0.5410 0.011 -0.007 -0.002 0.002
H 5.7171 -0.8826 -2.7509 0.005 -0.002 -0.021 0.000
H 3.6437 -2.1129 -4.0959 0.013 0.003 -0.007 0.000
H 1.8148 -2.3665 -2.3272 0.001 0.002 -0.019 0.005
C 1.4079 4.4024 -0.5880 0.014 0.014 0.007 0.001
N 0.1243 3.9747 -1.1193 -0.033 -0.019 0.009 0.008
C -0.1437 2.8189 -1.7388 0.017 -0.057 -0.053 -0.020
Se 1.0363 1.3956 -2.0709 -0.069 -0.132 0.116 0.039
N -1.4317 2.8404 -2.1227 0.069 0.008 0.006 0.010
C -2.0230 4.0454 -1.7527 0.013 0.069 0.029 0.002
C -3.3024 4.5543 -1.9244 0.000 0.006 -0.003 -0.001
C -3.5340 5.8182 -1.4150 -0.020 -0.015 -0.010 0.001
C -2.5312 6.5460 -0.7613 0.011 0.016 0.009 0.001
C -1.2565 6.0383 -0.5949 0.007 -0.013 0.005 0.000
C -1.0265 4.7679 -1.1062 -0.085 0.019 -0.013 0.003
H 2.1262 3.5986 -0.7189 0.000 0.003 -0.008 0.004
H 1.3034 4.6444 0.4691 -0.003 0.010 0.000 -0.001
H 1.7483 5.2844 -1.1280 0.008 -0.002 0.007 -0.001
H -1.8345 2.1182 -2.6971 -0.010 -0.002 0.003 -0.002
H -4.0765 4.0031 -2.4398 -0.002 -0.009 -0.006 0.000
H -4.5129 6.2623 -1.5294 -0.008 -0.002 -0.003 0.000
H -2.7608 7.5332 -0.3857 0.007 0.006 0.004 0.000
H -0.4827 6.6089 -0.1007 0.010 0.004 0.003 0.000
```
Forces are in eV/Å.

Values from the calculation:
HOMO level (alpha / beta)   -0.5001 / -0.5184 hartree
Total charge   +2
Kohn-Sham gap (alpha / beta)   7.3621 / 7.6783 eV
Energy relative to the best compared isomer or geometry (same formula, charge and spin)   57.2 kJ/mol
LUMO energy (alpha / beta)   -6.247 / -6.428 eV
<S²>   6.02
Multiplicity   5



The following is a DFT calculation (the ωB97M-V functional and the def2-TZVPD basis) of 2 unconnected molecules or ions with the total composition C5H13NO2Si at a distorted geometry.

```
22
Properties=species:S:1:pos:R:3:forces:R:3:nbo_charge:R:1
C 1.6112 -1.5381 0.0829 -0.031 0.252 0.003 -0.629
C 0.8433 -0.6951 1.0676 -0.227 2.089 -0.303 -1.062
Si 0.2457 0.9368 0.7665 0.569 -1.404 0.226 1.973
N 0.3876 1.9638 -0.5823 -0.216 -0.328 0.323 -1.081
C 1.1863 1.6675 -1.7411 0.057 -0.087 -0.476 -0.399
O -0.7275 1.8067 1.7283 0.340 0.310 -0.432 -0.892
C -1.4979 1.2910 2.7694 -0.391 -0.270 0.672 -0.239
H 1.6087 -2.5771 0.4068 0.004 -0.126 -0.056 0.208
H 2.6556 -1.2305 -0.0245 0.022 -0.143 -0.070 0.200
H 1.1545 -1.4979 -0.9079 0.047 -0.125 -0.216 0.182
H 0.7879 -1.0937 2.0720 -0.190 0.253 0.122 0.238
H -0.3060 2.6816 -0.7352 0.002 -0.120 0.251 0.407
H 1.9950 1.0062 -1.4484 0.210 -0.072 -0.093 0.203
H 0.6065 1.1685 -2.5277 0.125 0.028 0.001 0.175
H 1.6133 2.5789 -2.1622 0.098 -0.041 0.001 0.192
H -0.8699 1.0359 3.6251 -0.036 0.015 0.087 0.172
H -2.0317 0.3951 2.4549 -0.101 -0.078 0.011 0.188
H -2.2124 2.0591 3.0666 -0.004 -0.083 0.060 0.181
C -1.6122 -2.1339 -0.8087 0.022 0.042 0.127 0.264
O -1.8044 -1.5427 0.2193 -0.288 -0.149 -0.306 -0.489
H -1.5874 -1.6327 -1.7877 -0.033 0.212 -0.085 0.100
H -1.4314 -3.2170 -0.8466 0.022 -0.175 0.152 0.106
```
Forces are in eV/Å.

Values from the calculation:
HOMO level   -0.2523 hartree
Total charge   0
Kohn-Sham gap   7.6119 eV
Energy relative to the best compared isomer or geometry (same formula, charge and spin)   291.1 kJ/mol
LUMO energy   0.747 eV
SMILES   C/C=[Si](\NC)OC.C=O
Multiplicity   1



The following is a DFT calculation (the ωB97M-V functional and the def2-TZVPD basis) of a molecular structure, H14O7 at a distorted geometry.

```
21
Properties=species:S:1:pos:R:3:forces:R:3:nbo_charge:R:1
O -12.4116 1.1434 22.1153 2.321 -0.115 -8.294 -0.859
H -11.4571 1.2067 22.0827 0.859 0.193 -0.730 0.510
H -12.6395 0.5729 21.3812 -0.513 -0.290 -0.322 0.517
O -11.3540 0.4663 23.8876 2.395 -0.962 2.255 -0.949
H -12.0497 0.6544 23.2576 0.188 -1.743 1.936 0.436
H -10.8967 1.3001 23.9962 0.251 0.167 0.539 0.442
O -16.5956 1.6671 23.4866 -1.189 -0.710 0.190 -0.928
H -17.2124 2.1584 22.9440 -0.317 -0.050 -0.104 0.437
H -15.7377 1.8573 23.1070 -0.646 -0.406 0.579 0.470
O -13.8257 1.7225 23.5888 -1.273 -0.649 1.519 -0.982
H -13.0400 1.5647 23.0654 -2.224 1.264 1.263 0.429
H -14.4161 2.1924 22.9999 1.214 0.252 0.546 0.457
O -15.0668 2.7769 21.6664 -0.006 0.513 -1.855 -0.931
H -15.4766 2.1181 21.1059 -0.091 -0.312 -0.367 0.493
H -15.5916 3.5661 21.5324 -0.173 0.317 -0.104 0.488
O -14.9948 3.5812 24.1215 -0.545 2.106 0.806 -0.897
H -15.9488 3.6560 24.1459 -0.353 0.034 0.357 0.467
H -14.7324 4.1040 23.3638 0.277 0.459 0.184 0.440
O -13.2471 1.2836 25.9596 0.302 -0.158 1.690 -0.968
H -12.3350 1.5132 26.1373 0.115 -0.125 0.177 0.441
H -13.3302 1.3492 25.0083 -0.592 0.215 -0.265 0.485
```
Forces are in eV/Å.

Values from the calculation:
HOMO level   -0.3297 hartree
Total charge   0
Kohn-Sham gap   8.5542 eV
Energy relative to the best compared isomer or geometry (same formula, charge and spin)   666.1 kJ/mol
LUMO energy   -0.417 eV
Multiplicity   1



total charge of number 2 (C18H19CrN9SSe)?
+2